# 1
An isolated molecule of C2H2NO2P in a non-equilibrium geometry. Source: the OMol25 dataset; level of theory: ωB97M-V with the def2-TZVPD basis set.

Each line ends with the Mulliken charge.
Geometry (Å):
C: 0.6471 0.6656 -0.1762  -0.1054
C: 1.0403 -0.7954 0.1068  0.1209
N: -0.5957 0.8653 -0.3021  -0.1823
O: 0.2993 -1.7035 -0.1378  -0.3965
O: -2.6340 0.0744 0.6949  -0.4259
P: -2.1828 0.3577 -0.6530  0.3591
H: 1.3221 1.5034 -0.0897  0.3696
H: 2.1036 -0.9675 0.5572  0.2605

Forces on atoms 1 to 2 (eV/Å):
-2.279 -0.864 0.563
1.789 -0.139 -0.036

- HOMO (eV) = -9.82
- SMILES = O=C/C=N\P=O

=====

# 2
A structure of composition C56H43Br4NO5P2SiW in a non-equilibrium geometry. Source: the OMol25 dataset; level of theory: ωB97M-V with the def2-TZVPD basis set.

Each line ends with the Mulliken spin population.
Geometry (Å):
W: 0.1699 -1.2381 0.4713  1.5822
C: -2.4317 -2.0589 -1.8816  0.0080
Si: -1.4664 -0.4899 -1.4364  0.0650
C: -1.1376 0.3797 -3.1508  -0.0008
C: -1.4455 -0.1916 -4.3669  -0.0111
C: -1.4039 0.4170 -5.5980  0.0015
C: -0.9434 1.7015 -5.6888  -0.0018
C: -0.5313 2.3429 -4.5363  0.0028
C: -0.6128 1.7127 -3.3087  0.0048
P: 0.0890 2.4657 -1.7185  -0.0023
C: 1.9308 2.0689 -1.9560  0.0000
C: 2.4794 1.6650 -3.1633  0.0005
C: 3.8393 1.4209 -3.3146  0.0004
C: 4.6859 1.5498 -2.2017  -0.0005
C: 4.1665 1.9201 -0.9639  0.0012
C: 2.8004 2.2286 -0.8709  -0.0063
C: 0.0081 4.3324 -1.9600  0.0037
C: -1.1434 4.9641 -1.4636  0.0013
C: -1.1995 6.3270 -1.4828  0.0002
C: -0.1969 7.1081 -2.0704  0.0007
C: 0.9700 6.5149 -2.5672  0.0001
C: 1.0130 5.1325 -2.5299  0.0001
C: -2.7503 0.7582 -0.7051  -0.0223
C: -3.8160 1.1781 -1.5164  -0.0010
C: -4.8497 1.9735 -1.0317  0.0001
C: -4.9484 2.2843 0.3242  -0.0016
C: -3.9014 1.8802 1.0943  0.0011
C: -2.7980 1.1112 0.6406  -0.0350
P: -1.4729 0.4522 1.6355  0.0729
C: -0.7902 1.9633 2.5316  0.0063
C: -0.1256 1.9025 3.7472  0.0121
C: 0.2062 3.1005 4.4325  0.0014
C: -0.0420 4.3164 3.7766  -0.0009
C: -0.6076 4.3282 2.5022  0.0006
C: -0.9522 3.1616 1.8567  -0.0052
C: -2.3672 -0.4810 3.0400  0.0117
C: -3.7407 -0.5701 3.1607  -0.0122
C: -4.3021 -1.1560 4.2265  0.0031
C: -3.5225 -1.7688 5.1855  -0.0025
C: -2.1449 -1.7382 5.1061  0.0077
C: -1.5592 -1.1629 3.9941  0.0504
H: -3.3631 -1.7750 -2.3550  0.0011
H: -2.6508 -2.6402 -0.9704  -0.0036
H: -1.8813 -2.7562 -2.5410  -0.0011
H: -1.7744 -1.2143 -4.3103  -0.0007
H: -1.7506 -0.2221 -6.4569  0.0001
H: -0.8297 2.1694 -6.6641  -0.0001
H: -0.2468 3.3755 -4.5479  0.0001
H: 1.8532 1.5754 -4.0409  0.0004
H: 4.2542 1.1487 -4.2854  -0.0001
H: 5.7666 1.3407 -2.2600  -0.0002
H: 4.7558 2.0292 -0.0343  0.0001
H: 2.3891 2.4624 0.0939  -0.0027
H: -1.9336 4.3390 -1.0415  0.0001
H: -1.9583 6.8810 -0.9876  -0.0001
H: -0.3261 8.2150 -2.1090  0.0000
H: 1.7672 7.1138 -3.0402  0.0000
H: 1.8449 4.6068 -3.0021  0.0002
H: -3.8018 0.9532 -2.5986  -0.0004
H: -5.6381 2.2318 -1.7209  0.0002
H: -5.7850 2.8166 0.7573  -0.0003
H: -3.8884 2.1499 2.0964  0.0011
H: 0.1209 0.9832 4.2786  -0.0023
H: 0.6955 3.0904 5.3772  0.0001
H: 0.2536 5.2705 4.2001  -0.0001
H: -0.7531 5.3343 2.0320  0.0001
H: -1.3021 3.1677 0.8331  0.0048
H: -4.3254 -0.1491 2.3541  0.0008
H: -5.3612 -1.2840 4.3538  0.0001
H: -3.9372 -2.2240 6.0763  -0.0003
H: -1.5662 -2.2139 5.8979  0.0015
H: -0.5034 -1.2676 3.7141  -0.0332
C: -2.2936 -4.0177 2.6127  -0.0087
C: -1.4767 -3.5323 1.4360  0.4094
O: -1.4921 -2.2612 1.1758  0.2053
C: -0.7384 -4.4518 0.6372  -0.0453
C: -0.9342 -5.8439 0.8215  0.2416
C: -0.3334 -6.8053 0.0161  -0.1314
C: 0.3704 -6.4317 -1.0991  0.2222
C: 0.4889 -5.0668 -1.3744  -0.1257
C: 0.0361 -4.0817 -0.4974  0.2454
O: 0.3466 -2.7985 -0.7503  0.0178
H: -3.0097 -4.7906 2.3308  0.0047
H: -2.7273 -3.1878 3.0965  0.0067
H: -1.7345 -4.6021 3.3677  0.0144
H: -1.4799 -6.1650 1.7341  0.0425
H: -0.3845 -7.8517 0.2353  -0.0059
H: 0.8787 -7.1689 -1.6885  0.0254
H: 1.0455 -4.6584 -2.2513  -0.0107
Br: 5.2885 -2.5893 5.1545  0.0003
C: 4.1817 -1.6655 3.9414  -0.0009
C: 4.2571 -0.3138 3.7126  0.0044
Br: 5.6700 0.6949 4.5038  0.0001
C: 3.4180 0.3424 2.8633  -0.0001
Br: 3.3935 2.2308 2.6725  0.0010
C: 2.3117 -0.3765 2.3133  0.0388
O: 1.4628 0.1742 1.5151  -0.0206
C: 2.2230 -1.7732 2.5436  0.0605
O: 1.2480 -2.3705 1.8799  0.0720
C: 3.1939 -2.4135 3.2864  0.0042
Br: 2.9679 -4.2718 3.2063  0.0033
O: 2.0163 -0.7699 -0.6285  0.0102
N: 2.6168 -1.6814 -1.3404  0.0036
C: 3.4423 -2.6144 -0.7019  0.0137
C: 4.0300 -3.5916 -1.4756  -0.0053
C: 3.8796 -3.5915 -2.8551  0.0029
C: 3.0479 -2.6088 -3.4496  -0.0010
C: 2.4205 -1.6836 -2.6568  0.0043
H: 3.5430 -2.3940 0.3418  -0.0010
H: 4.5185 -4.4369 -1.0170  -0.0001
H: 4.2972 -4.3979 -3.3970  0.0005
H: 2.9639 -2.6010 -4.5396  0.0000
H: 1.7665 -0.8966 -3.0165  -0.0007

Forces on atoms 1 to 2 (eV/Å):
0.047 1.115 0.413
0.140 -0.305 0.045

- HOMO (spin up / spin down) (eV) = -2.49 / -4.57
- multiplicity = 4
- total charge = -1

=====

# 3
An isolated molecule of C5H4N2 in a non-equilibrium geometry. Source: the OMol25 dataset; level of theory: ωB97M-V with the def2-TZVPD basis set.

Each line ends with the Mulliken charge.
Geometry (Å):
C: 3.0636 0.5329 0.4001  -0.2429
C: 1.8180 0.3234 0.1207  -0.1785
C: 0.4025 0.0509 0.2748  0.2271
C: -0.2930 -1.0826 -0.0807  -0.3025
C: -1.6299 -0.6480 -0.1140  -0.3388
N: -1.7446 0.6495 0.1372  -0.8053
N: -0.4907 1.0631 0.3395  0.3164
H: 1.5555 0.3628 -0.9746  0.2511
H: 0.1256 -2.0513 -0.3202  0.3740
H: -2.5135 -1.2380 -0.3036  0.4431
H: -0.2936 2.0373 0.5208  0.2562

Forces on atoms 1 to 2 (eV/Å):
-1.122 -0.169 -0.315
0.303 0.147 -0.940

- HOMO (eV) = -9.62

=====

| no. | calculated total energy (a.u.) |
| --- | --- |
| 1 | -623.964735 |
| 2 | -13926.138567 |
| 3 | -302.248810 |